No. 1
4 unconnected molecules or ions with the total composition H8O4, computed with wB97M-V/def2-TZVPD.

The geometry in XYZ format:
```
12
Properties=species:S:1:pos:R:3:forces:R:3:nbo_charge:R:1
O 9.937242 -16.700686 6.460611 0.007 0.175 -0.228 -0.94
H 9.185020 -16.789426 7.045862 -0.226 -0.009 0.122 0.47
H 10.661362 -17.106481 6.937283 0.233 -0.100 0.083 0.47
O 11.363688 -14.121306 -0.563183 0.065 -0.165 -0.111 -0.93
H 11.732663 -13.750079 0.238239 0.142 0.050 0.208 0.47
H 10.603648 -13.571786 -0.754459 -0.204 0.112 -0.098 0.47
O 11.475423 -13.088000 5.051440 0.268 0.134 0.029 -0.94
H 10.993457 -12.576189 4.401838 -0.106 0.152 -0.142 0.47
H 10.882654 -13.803652 5.281012 -0.136 -0.316 0.138 0.48
O 15.391011 -11.344536 5.782262 0.163 0.141 0.149 -0.94
H 14.461176 -11.568825 5.819041 -0.302 -0.098 0.048 0.47
H 15.675921 -11.643128 4.918608 0.097 -0.075 -0.196 0.47
```
Positions in Å, forces in eV/Å.

- E_tot (hartree) = -305.73898
- HOMO level (eV) = -11.4
- net charge = 0
- orbital gap (eV) = 11.8



No. 2
2 unconnected molecules or ions with the total composition C2H2F2S2 in a non-equilibrium geometry, computed with wB97M-V/def2-TZVPD.

The geometry in XYZ format:
```
8
Properties=species:S:1:pos:R:3:forces:R:3:nbo_charge:R:1
C -2.370926 -0.403515 -0.162093 0.428 -1.079 -1.531 0.06
C 2.379930 0.415239 -0.063469 1.264 -0.668 3.600 0.09
F -2.889788 -1.561821 0.301185 0.527 0.149 -0.685 -0.33
F 3.124921 1.205189 0.766674 -0.054 0.722 -0.966 -0.34
S 2.211754 -1.050349 0.514984 -0.604 -0.585 -1.071 0.07
S -2.622853 0.923434 0.637030 0.155 0.897 0.172 0.07
H -1.808930 -0.538876 -1.178247 -1.081 0.020 2.046 0.19
H 1.975893 1.010696 -0.816066 -0.635 0.543 -1.563 0.19
```
Positions in Å, forces in eV/Å.

- E_tot (hartree) = -1073.43742
- HOMO level (eV) = -9.8
- net charge = 0
- orbital gap (eV) = 9.3



No. 3
2 unconnected molecules or ions with the total composition C26H32N3O3 in a non-equilibrium geometry, computed with wB97M-V/def2-TZVPD.

The geometry in XYZ format:
```
64
Properties=species:S:1:pos:R:3:forces:R:3:nbo_charge:R:1
C 0.856639 -6.732595 2.008647 -0.351 0.002 -0.263 -0.26
O -0.221262 -6.644172 1.052446 -0.135 0.625 0.410 -0.48
C -0.973519 -5.514641 1.041947 0.150 0.228 -0.085 0.35
C -1.976088 -5.449201 0.050153 0.235 0.176 0.368 -0.25
C -2.718620 -4.292740 -0.114933 0.205 0.026 -0.048 -0.18
C -2.479949 -3.174477 0.697821 0.614 -1.323 0.423 0.02
N -3.272940 -2.019286 0.498543 -1.262 1.266 -0.283 -0.25
C -2.924206 -0.696234 0.516819 -1.594 -1.274 -0.212 0.32
C -1.552860 -0.183882 0.577412 3.800 -0.590 0.528 0.47
C -1.286850 1.224607 0.217227 0.173 -0.301 -0.119 -0.35
C -0.330116 1.913007 0.886287 -0.573 -0.255 0.189 -0.07
C -0.151089 3.358326 0.847492 0.251 0.973 -0.280 -0.04
C 0.557600 4.005869 1.891711 -0.301 -0.433 -0.476 -0.18
C 0.693518 5.390778 1.907900 -0.121 0.124 -0.216 -0.21
C 0.152181 6.166498 0.869185 0.074 -0.525 0.141 -0.17
C -0.536836 5.536446 -0.173941 -0.091 -0.328 -0.015 -0.21
C -0.707443 4.147557 -0.183675 0.253 0.155 0.427 -0.19
O -0.613203 -0.932412 0.934194 -2.394 1.553 -0.628 -0.49
N -4.069674 0.013071 0.355021 -0.068 -0.857 0.108 -0.27
C -4.244303 1.451589 0.300250 -0.319 0.931 -0.044 -0.42
C -5.143201 -0.860759 0.226440 0.638 0.786 -0.213 -0.03
C -4.653382 -2.109509 0.264260 1.146 -0.072 0.440 -0.03
C -1.583035 -3.282402 1.761665 0.100 -0.120 0.010 -0.07
C -0.799796 -4.424000 1.919956 -0.190 -0.346 -0.354 -0.32
H 1.270558 -7.726717 1.843596 0.043 0.185 0.140 0.22
H 1.616627 -5.963486 1.816279 -0.189 -0.166 0.003 0.19
H 0.479515 -6.640810 3.035768 0.076 -0.077 -0.233 0.19
H -2.124841 -6.312589 -0.587359 -0.014 0.103 0.029 0.24
H -3.479895 -4.254754 -0.894998 0.281 0.019 0.101 0.22
H -1.850473 1.634794 -0.621997 0.021 0.195 0.559 0.21
H 0.294230 1.380821 1.613788 -0.426 0.026 -0.118 0.24
H 0.973051 3.383848 2.690358 -0.058 0.317 -0.232 0.22
H 1.225791 5.871631 2.730004 -0.151 -0.136 -0.267 0.23
H 0.271935 7.251592 0.873554 -0.042 -0.366 -0.003 0.23
H -0.950639 6.125228 -0.992777 0.108 -0.107 0.248 0.23
H -1.265759 3.657336 -0.988298 0.288 0.336 0.216 0.21
H -5.299276 1.661266 0.514495 0.326 -0.059 -0.016 0.23
H -3.620601 1.967860 1.038180 -0.163 -0.260 -0.193 0.25
H -4.018195 1.845321 -0.701863 -0.064 -0.220 0.346 0.23
H -6.155191 -0.507789 0.116466 0.104 0.029 -0.045 0.25
H -5.151464 -3.053434 0.163609 0.018 -0.119 0.187 0.26
H -1.461558 -2.481055 2.485058 -0.066 -0.119 -0.299 0.23
H -0.051871 -4.454243 2.712292 -0.322 0.011 -0.227 0.24
C 4.740711 -0.482049 0.995594 -0.159 0.118 -0.004 -0.25
O 3.688759 -0.163680 0.083009 0.800 -0.430 0.395 -0.55
C 4.180971 0.341207 -1.134203 -0.104 0.196 -0.790 -0.06
C 2.973484 0.521503 -2.057163 0.538 -1.116 -0.045 -0.05
C 3.340171 1.145143 -3.412716 0.202 0.163 0.521 -0.40
C 2.187164 2.118703 -3.722258 -0.148 -0.273 -0.033 -0.41
C 1.455981 2.338292 -2.377112 -0.464 0.827 -0.166 -0.19
N 2.059239 1.424242 -1.477064 -0.080 0.529 0.924 -0.66
H 4.272576 -0.991500 1.841782 0.131 0.102 -0.089 0.19
H 5.506662 -1.148329 0.555262 -0.393 0.207 -0.011 0.17
H 5.251544 0.429445 1.353536 -0.176 -0.212 -0.121 0.17
H 4.649151 1.338817 -0.984510 -0.062 -0.415 -0.035 0.17
H 4.913159 -0.345947 -1.616162 -0.237 0.223 0.406 0.17
H 2.504778 -0.476976 -2.196498 0.319 0.102 -0.072 0.16
H 4.271517 1.707793 -3.271644 -0.087 -0.075 -0.161 0.20
H 3.513494 0.381585 -4.176362 -0.094 0.224 0.062 0.22
H 2.563867 3.057300 -4.133606 -0.146 -0.125 -0.017 0.22
H 1.501301 1.671650 -4.445521 0.070 0.118 -0.012 0.21
H 1.566792 3.382900 -2.034739 -0.026 -0.199 -0.102 0.18
H 0.368807 2.166053 -2.470723 0.043 0.047 -0.231 0.15
H 1.766363 1.307588 -0.517883 0.065 -0.025 -0.422 0.39
```
Positions in Å, forces in eV/Å.

- E_tot (hartree) = -1399.63520
- HOMO level (eV) = -9.7
- net charge = +1
- orbital gap (eV) = 5.5



No. 4
A molecular structure, C24H28N6O6Yb, computed with wB97M-V/def2-TZVPD.

The geometry in XYZ format:
```
65
Properties=species:S:1:pos:R:3:forces:R:3:mulliken_spin:R:1
Yb 0.442015 -0.273997 -0.164513 0.321 0.107 0.476 1.01
O -2.818306 -0.250564 0.337720 -0.120 -0.083 -0.025 0.00
C -3.282543 -1.313045 -0.477118 0.123 0.028 -0.029 0.00
C -2.630354 -1.288690 -1.846665 0.073 -0.023 0.073 0.00
N -1.174018 -1.505641 -1.809106 0.133 0.068 0.053 0.00
C -0.547103 -0.818534 -2.954307 -0.180 0.008 0.158 0.00
C -0.673165 0.701199 -2.751501 -0.096 0.054 0.218 0.00
O -0.927122 1.425341 -3.695915 0.076 0.053 -0.013 0.00
O -0.504652 1.066876 -1.516438 -0.254 0.364 -0.773 0.00
C -0.836437 -2.931330 -1.790508 -0.072 0.152 0.008 0.00
C 0.604240 -3.201134 -1.345977 0.122 0.248 0.087 0.00
O 1.092029 -4.284268 -1.604237 0.068 -0.056 0.040 0.00
O 1.159046 -2.224769 -0.706756 0.079 -0.339 -0.194 0.00
H -2.086983 -0.608986 0.864405 -0.090 0.017 0.173 0.00
H -4.357854 -1.183946 -0.606660 -0.069 -0.031 -0.009 0.00
H -3.120870 -2.278824 0.012796 0.006 0.001 0.049 0.00
H -2.827904 -0.311595 -2.287389 0.035 0.039 -0.009 0.00
H -3.101517 -2.044085 -2.488490 -0.046 -0.006 -0.081 0.00
H -1.000678 -1.099973 -3.906867 -0.052 -0.050 -0.081 0.00
H 0.513191 -1.083451 -2.985467 0.040 -0.015 -0.025 0.00
H -0.991757 -3.398897 -2.766298 -0.062 -0.044 -0.081 0.00
H -1.482017 -3.438034 -1.071701 -0.043 -0.015 0.028 0.00
C 2.327176 -0.067493 2.903199 -0.066 0.035 -0.066 0.00
N 2.269841 0.037143 1.452211 -0.027 -0.021 -0.194 0.00
C 3.390143 -0.047894 0.812554 0.022 0.038 -0.006 0.00
C 3.480332 0.134080 -0.590781 0.059 0.065 -0.028 0.00
C 4.605075 0.090697 -1.416687 0.081 0.020 -0.067 0.00
C 4.150374 0.400004 -2.701625 -0.012 -0.020 0.050 0.00
C 2.770034 0.609462 -2.584455 0.028 0.038 -0.017 0.00
N 2.356761 0.454048 -1.318188 0.065 -0.065 0.240 0.00
C 2.656962 1.240985 3.597381 -0.024 0.023 -0.094 0.00
C 3.350988 1.232825 4.802385 -0.031 0.005 0.071 0.00
C 3.622835 2.416638 5.477545 -0.016 -0.013 -0.040 0.00
C 3.208435 3.629839 4.946831 -0.018 -0.016 -0.035 0.00
C 2.523629 3.648912 3.737128 0.015 -0.019 0.014 0.00
C 2.251294 2.464742 3.065982 0.057 -0.029 0.002 0.00
H 3.053475 -0.823781 3.213327 0.063 -0.048 0.007 0.00
H 1.349909 -0.413780 3.245182 -0.023 -0.038 0.054 0.00
H 4.321971 -0.250289 1.347963 0.011 -0.001 0.053 0.00
H 5.615368 -0.138148 -1.104244 -0.068 0.031 -0.043 0.00
H 4.733026 0.469080 -3.607918 -0.020 -0.002 0.038 0.00
H 2.073662 0.885770 -3.366773 0.021 -0.020 0.041 0.00
H 3.679215 0.286216 5.220106 -0.002 0.033 -0.018 0.00
H 4.165720 2.390480 6.414729 -0.007 -0.004 -0.015 0.00
H 3.426057 4.555387 5.466199 -0.011 -0.020 -0.011 0.00
H 2.205180 4.593482 3.310449 0.010 -0.032 0.008 0.00
H 1.726607 2.476539 2.117864 0.014 0.004 0.021 0.00
C -1.945051 2.571609 3.077322 0.009 0.057 -0.020 0.00
C -1.508237 3.564434 1.995913 -0.014 -0.013 0.084 0.00
C -1.198693 2.633118 0.843708 -0.005 0.002 0.173 0.00
O -0.549388 1.507764 1.481222 0.118 -0.212 -0.558 -0.01
C -1.028828 1.372979 2.832920 -0.052 0.097 -0.038 0.00
H -2.987922 2.289521 2.924889 0.005 -0.003 0.003 0.00
H -1.834279 2.958033 4.089762 -0.025 0.018 -0.001 0.00
H -0.605678 4.096509 2.308766 -0.027 0.000 -0.021 0.00
H -2.277237 4.293286 1.740802 0.005 0.001 0.037 0.00
H -0.522515 3.030396 0.093016 0.052 -0.017 -0.002 0.00
H -2.104742 2.285547 0.345421 -0.012 -0.036 -0.026 0.00
H -0.162696 1.383537 3.494493 0.034 0.006 0.008 0.00
H -1.541679 0.420180 2.941354 -0.026 -0.028 -0.009 0.00
N -0.565838 -1.439743 1.546761 -0.160 -0.333 0.350 0.00
C -0.796688 -2.304070 2.312155 0.211 -0.188 -0.052 0.00
N -1.174952 -3.134154 3.176379 -0.350 -0.067 0.351 0.00
C -0.695547 -4.271138 3.632083 0.205 0.134 -0.210 0.00
N -0.349956 -5.269422 4.108747 -0.080 0.159 -0.073 0.00
```
Positions in Å, forces in eV/Å.

- E_tot (hartree) = -2870.30146
- HOMO level (spin up / spin down) (eV) = -5.3 / -5.3
- multiplicity = 2
- net charge = -1
- orbital gap (spin up / spin down) (eV) = 7.7 / 7.7



Table of relative energy (zero: lowest compared OMol25 entry of this formula, charge and spin) (eV), in record order: 1.095, 1.530, 1.476, 0.393